Entry 1:
The following is a quantum chemistry calculation of a structure of composition C23H21Cl2N4O2PRhSSe2, from the Open Molecules 2025 dataset.

```
57
Properties=species:S:1:pos:R:3
H -6.26203 4.64570 -0.10126
C -3.89705 -0.71231 2.52209
C 4.27665 -1.03330 -3.19187
H -1.72934 -2.36109 4.51042
C 5.05918 -2.39705 2.02877
H -4.20926 -2.21046 4.05201
N -0.71467 0.59336 1.65242
H 3.65852 -4.06573 -0.58599
H -1.43807 3.70694 2.12865
C 3.12583 -0.77293 -3.92648
P 2.85265 -1.56781 0.54393
C 4.19208 -2.67789 0.97898
C -4.26549 3.01078 -0.40911
C -3.41640 4.21952 1.50802
O -0.56324 0.88174 -0.84905
Cl 0.57881 1.43308 4.30447
H -5.05531 2.82580 -1.12619
H 0.80698 -1.06329 -1.48172
H -2.95130 1.53626 -1.23486
H 5.07751 -1.52385 -1.26910
S -0.60082 1.64609 0.36135
H 3.20274 -0.55662 -4.98394
H 6.99218 -5.16719 1.85244
O 0.50622 2.49583 0.69979
H -4.94495 -0.61699 2.26154
H 6.75244 -3.07893 3.14774
C -2.14496 -1.68490 3.77469
C 5.33048 -4.75144 0.56356
C 1.77414 -1.06854 -1.96222
C 4.32733 -3.85541 0.24050
C 6.06954 -3.29665 2.33793
C -1.78650 -0.06895 2.15928
H -5.66630 5.49484 1.24472
C -2.07898 2.54567 0.43954
Cl 3.10082 2.93548 4.16456
C 4.18251 -1.31458 -1.84053
H 0.98832 -0.58097 -3.88817
H 1.30702 2.91210 2.61828
C -3.49783 -1.60209 3.51621
H 5.24505 -1.01994 -3.67323
C -3.09361 2.29347 -0.47620
Se 2.85797 0.28455 1.70798
H 4.94538 -1.48531 2.60023
N -1.29650 -0.91494 3.10246
H 5.43879 -5.66646 -0.00269
C 2.92565 -1.32931 -1.22735
C -2.24118 3.50961 1.42985
Se 0.90834 -2.33591 1.23427
H 0.89761 3.74497 4.16987
C -4.45006 3.98286 0.58637
H -3.54626 4.97360 2.27408
C 1.41564 2.91802 3.69856
C 1.88077 -0.79015 -3.31470
N -3.05989 0.05431 1.82968
C 6.20282 -4.46853 1.60887
N -5.63048 4.66478 0.67990
Rh 0.69209 -0.39544 2.60524
```

## Properties
**Molecular weight**: 780.2 g/mol
**Net charge**: +1
**LUMO level**: -4.129 eV
**Highest occupied orbital energy**: -10.65 eV

Löwdin population analysis, charges in e, atoms 1 to 2:
1 H 0.10
2 C -0.08

***

Entry 2:
The following is a quantum chemistry calculation of a structure of composition C23H21F6HoN3O4S2Sb in a non-equilibrium geometry, from the Open Molecules 2025 dataset.

```
61
Properties=species:S:1:pos:R:3
F 0.51591 3.14393 -0.16866
C 4.22587 -1.70395 0.72229
O 0.52239 0.29640 -4.73209
H -2.78829 4.00017 -4.85071
H 0.02309 -2.39211 2.83428
C -2.00428 2.87045 -1.78107
Ho 0.11907 0.82671 -0.41102
N 1.88332 -1.13063 0.24489
H -0.46693 0.27656 2.85960
H 3.88963 -2.64286 1.13703
F -0.61092 5.01132 1.17724
H 2.17876 -2.29070 2.01504
C -2.64771 3.62799 -2.74252
H -1.07756 2.24151 -5.42206
C -3.94057 -2.55322 -0.42628
C 6.06479 -0.24863 0.16311
N -0.97800 -1.18046 1.40610
H -2.11668 -3.05145 2.90680
C -2.32465 3.01093 -0.31073
N -1.08020 1.98182 -2.10654
H 7.12397 -0.03021 0.15942
H -5.28390 -4.07680 0.23742
H 1.99971 -1.89640 -1.70523
S 2.77862 1.51527 -1.17452
C -1.32756 -0.30232 2.54383
F 0.05159 2.35916 3.44934
C 0.21277 0.60378 -3.59410
H 0.52592 -2.31234 -0.86061
C -4.40353 -3.49153 0.47332
S -2.24962 -0.62374 -1.34234
C -0.76720 1.74908 -3.37453
F 1.44107 3.97508 2.20120
C -2.30593 3.42184 -4.07307
H -2.11608 0.38427 2.23769
C -3.74191 -3.68285 1.68211
C 1.51060 -1.50927 1.63662
H 0.03004 -2.98720 1.18273
O 0.58669 0.04588 -2.49580
H 5.51082 1.55349 -0.85279
H -1.68442 -0.89801 3.39230
H 1.64479 -0.62317 2.25597
C 0.11845 -2.08095 1.78280
O -1.66427 2.12478 0.49022
C 3.29722 -0.80453 0.21039
Sb -0.25493 3.26874 1.80982
F -1.84015 3.60798 2.77140
C -1.36019 2.46293 -4.40312
C -2.15120 -1.96670 1.05612
H 6.27480 -2.15879 1.12332
C 1.60402 -2.19904 -0.73894
C -2.62541 -2.91512 1.95985
H -3.38916 4.34960 -2.43309
O -3.07898 3.85820 0.06544
H -4.09508 -4.41137 2.40051
F 0.90836 1.33443 1.45583
C 3.78140 0.38145 -0.39008
C 5.58599 -1.43382 0.70853
H 2.04435 -3.15623 -0.43125
C -2.80051 -1.76675 -0.16797
C 5.17024 0.63587 -0.39417
H -4.44841 -2.39849 -1.36927
```

## Properties
**Multiplicity**: 6
**Molecular weight**: 868.3 g/mol
**Net charge**: -1
**LUMO level (spin up / spin down)**: 1.809 / -1.022 eV
**Highest occupied orbital energy (spin up / spin down)**: -3.81 / -3.65 eV

Löwdin population analysis, charges in e, atoms 1 to 2:
1 F -0.46
2 C -0.06

***

Entry 3:
The following is a quantum chemistry calculation of a structure of composition C23H21N3O2Pt in a non-equilibrium geometry, from the Open Molecules 2025 dataset.

```
50
Properties=species:S:1:pos:R:3
H 3.31796 -1.29826 3.92467
H 2.13406 -2.84636 -1.56123
H -4.39284 -3.52766 -2.18483
N 1.46706 -2.58636 -0.84803
Pt -0.63914 -0.98266 -1.07903
C -1.10954 -1.52146 2.06347
H -3.76684 -2.14476 -3.11513
C 3.34026 -2.11286 0.62687
C 2.88896 2.63964 -2.88733
H -0.34844 3.18114 -2.08653
C 0.59736 -1.35716 3.72827
C -2.57824 -2.70056 -1.38993
O -2.54964 -3.00536 -0.20143
H -1.48974 -1.19166 4.15597
H 0.92956 -1.19766 4.74437
H 0.64416 -3.17886 -0.81663
H 4.05926 0.96554 -2.23923
C 2.07256 0.88204 -1.47023
C 0.62116 2.70414 -2.10343
H 1.48776 4.18764 -3.36133
N -0.22154 0.89674 -0.71883
H 0.25406 3.18144 0.50757
C -0.73404 -1.34686 3.40167
H -4.50684 1.89164 0.40807
C -1.16354 1.70274 -0.12103
C 3.80876 -1.73476 1.88947
C 0.81066 1.49384 -1.41353
H 3.68786 3.07154 -3.46963
H -1.44984 4.68114 1.47027
H 4.87346 -1.63516 2.03967
C -3.46294 2.17004 0.43257
C -2.51354 1.31964 -0.09443
N -0.24414 -1.78676 1.11187
H -4.56404 -1.90516 -1.53173
H 4.04956 -2.33606 -0.15853
C 1.55706 -1.57846 2.71807
C 1.98596 -2.22096 0.38027
O -1.51694 -2.52996 -2.10353
C 1.65006 3.26074 -2.83093
C -3.09004 3.39194 0.97477
C -1.74994 3.74704 1.01907
C 1.07176 -1.86166 1.41527
C -0.79334 2.91654 0.47767
C 2.94826 -1.51916 2.93357
H -2.79874 0.36734 -0.54253
C -3.91394 -2.55336 -2.11803
H -3.83974 4.06034 1.36867
C 3.09346 1.44964 -2.20363
H 2.23266 -0.02546 -0.90723
H -2.14624 -1.47716 1.76577
```

## Properties
**Multiplicity**: 3
**Molecular weight**: 566.5 g/mol
**Net charge**: 0
**LUMO level (spin up / spin down)**: -0.037 / -1.345 eV
**Highest occupied orbital energy (spin up / spin down)**: -7.43 / -7.75 eV

Löwdin population analysis, charges in e, atoms 1 to 2:
1 H 0.11
2 H 0.11

***

Entry 4:
The following is a quantum chemistry calculation of an isolated molecule of C23H21N3O6S in a non-equilibrium geometry, from the Open Molecules 2025 dataset.

```
54
Properties=species:S:1:pos:R:3
C -2.15241 -0.20761 2.67609
H 1.30420 -1.96960 1.71990
O -0.36358 1.97357 -1.63907
N 2.23357 -1.74388 -0.09198
C -0.84592 -0.24590 3.12570
O 0.46239 2.80183 1.54377
H -2.84520 3.52376 0.94114
H 3.94068 -1.67074 -3.93589
C 1.80022 2.82145 1.99207
H -3.38026 -2.94419 -0.08594
H -5.79850 -0.68171 -1.62138
C 4.17018 -1.03076 -3.09760
H -3.30252 2.83507 -1.23253
O 2.95430 -0.19957 1.44552
O -3.84982 -0.49779 -1.21881
O -2.31871 1.26481 -2.94084
C -2.10474 2.86799 0.47417
C -2.53936 -2.27666 -0.18559
C 3.00455 -0.67741 0.34219
C 5.37421 0.77433 -2.06183
C -0.34307 1.78072 1.92658
S -1.67595 1.38610 -1.66587
H -2.85481 -0.97116 2.97391
H -3.55969 0.86266 1.46157
C 2.46662 -2.09866 -1.41679
C -0.33644 -0.62162 -0.41470
H -4.89556 -2.20824 -1.76753
H 6.11007 1.56571 -2.10107
C -1.56288 -0.21251 -0.87968
C -1.66082 1.80622 1.44445
C 3.85569 -0.31536 -0.82781
H -5.28839 -1.55106 -0.15150
N 4.75898 0.63831 -0.89386
C 1.16085 -2.31425 0.69035
H 1.06867 0.68770 3.12276
H 1.23743 -3.40452 0.65433
C 5.12191 -0.01849 -3.17554
H 5.66228 0.15534 -4.09271
C -2.54843 0.81874 1.83680
H -1.20351 -3.66825 0.71448
N -2.72862 2.22457 -0.67176
C 3.52571 -1.17225 -1.88404
C -5.01415 -1.29337 -1.17972
H -1.23604 3.46032 0.16752
C -1.29936 -2.68805 0.27127
C 0.05415 0.74048 2.76295
O 1.90916 -2.98957 -2.00002
H 1.84928 2.94172 3.07938
C -2.69392 -1.01889 -0.76796
H 2.34414 1.91961 1.70174
H -0.52066 -1.04538 3.77558
H 2.25361 3.68647 1.51135
H 0.48471 0.06900 -0.52810
C -0.18423 -1.86904 0.17458
```

## Properties
**Molecular weight**: 467.5 g/mol
**Net charge**: 0
**LUMO level**: -0.628 eV
**Highest occupied orbital energy**: -8.28 eV
**SMILES**: COc1ccccc1CNS(=O)(=O)c1cc(CN2C(=O)c3cccnc3C2=O)ccc1OC

Löwdin population analysis, charges in e, atoms 1 to 2:
1 C -0.09
2 H 0.13

***

no.,E (eV)
1,-213112.9495
2,-107172.5794
3,-36002.8060
4,-51782.2906